ORCA calculation (ωB97M-V with the def2-TZVPD basis set) on C28H44Cl3MnN4O3SeSi as an isolated structure in a non-equilibrium geometry.

```
85
Properties=species:S:1:pos:R:3:forces:R:3
C -2.157500 -0.579800 -5.368226 0.08 0.18 -0.35
C -0.800261 -0.494971 -4.732482 1.22 -0.23 0.50
H -2.101083 -0.273541 -6.423388 -0.25 0.06 0.30
H -2.871545 0.046225 -4.818071 0.11 -0.13 -0.14
H -2.536294 -1.616299 -5.365947 0.16 0.26 0.20
C 0.314781 -0.219488 -5.438348 -0.61 -0.66 -0.07
C 0.353400 0.039228 -6.923851 0.31 0.26 -0.38
H 1.317526 -0.290271 -5.007615 -0.57 0.07 0.16
H -0.185031 0.961903 -7.188130 0.13 -0.21 -0.09
H -0.029008 -0.773770 -7.566291 -0.06 0.19 0.39
H 1.407878 0.164660 -7.209437 -0.28 0.14 -0.12
Mn -2.206020 1.124356 2.451738 0.59 -0.03 1.22
Cl -2.775546 -1.023744 2.723803 -0.66 -1.72 0.14
Cl -2.477990 3.352672 2.381726 -0.53 1.78 -0.25
C 0.720901 -0.901619 1.875077 0.09 0.76 0.72
O 0.401392 0.157284 2.442290 0.03 -0.92 -0.73
N 2.001486 -1.228024 1.573615 -0.36 -0.07 0.09
C 3.048047 -0.237585 1.656822 0.18 0.18 0.37
C 2.401032 -2.615507 1.485731 -0.05 -0.03 -0.24
H -0.018061 -1.677692 1.589058 0.13 0.30 0.22
H 2.612224 0.740628 1.455531 0.18 -0.26 0.16
H 3.791079 -0.446346 0.873621 -0.13 -0.01 0.24
H 3.532361 -0.235842 2.647103 0.02 -0.12 -0.16
H 1.511683 -3.220705 1.302816 0.11 -0.08 0.00
H 2.885229 -2.958503 2.416141 -0.15 0.13 -0.15
H 3.101721 -2.755044 0.654161 -0.18 0.02 0.13
H -0.364893 2.355387 -2.257789 0.14 -0.05 0.05
H 1.852427 2.445869 -4.163665 0.00 0.10 0.24
C 0.333427 3.104681 -1.853269 -0.40 -0.28 -0.13
C 2.322325 3.012025 -3.344645 -0.10 -0.11 0.43
N 1.717814 2.709917 -2.055725 0.68 0.33 0.14
H 0.124250 3.202478 -0.786570 0.13 0.01 -0.12
C 2.411116 2.094153 -1.058973 -1.54 0.01 0.26
O 1.854313 1.682010 -0.037934 1.07 0.90 -1.22
H 3.373939 2.723371 -3.292589 0.02 0.14 -0.16
H 3.500288 2.013697 -1.286819 -0.38 -0.14 0.25
H 0.173870 4.058856 -2.366536 0.02 -0.03 0.11
H 2.226173 4.084036 -3.558912 0.12 -0.16 -0.03
O -1.404027 0.105761 -2.446356 0.31 0.91 -0.14
C -0.797772 -0.815848 -3.194713 -0.06 -0.52 -0.19
C 1.657253 -0.347481 -2.704073 0.13 -0.29 0.06
C 0.613360 -1.256526 -2.714402 -0.70 0.03 -0.55
H 1.396596 0.659084 -3.006343 0.26 -0.13 0.25
C 2.950284 -0.755581 -2.385914 -0.28 0.25 -0.08
H -1.391426 -1.754019 -3.147786 0.01 -0.62 -0.20
C 0.866128 -2.583872 -2.385451 0.42 0.14 -0.03
H 3.748361 -0.029796 -2.370857 0.23 0.11 -0.02
C 3.225607 -2.087054 -2.105058 -0.50 -0.17 -0.02
C 2.173744 -3.002907 -2.126327 -0.24 -0.03 0.27
H 0.022867 -3.270326 -2.353458 0.20 -0.07 -0.09
H 4.225909 -2.409842 -1.845554 0.06 0.01 -0.09
H 2.362566 -4.049396 -1.907705 0.04 0.02 0.04
Si -3.870975 1.514856 -0.533546 0.40 0.77 0.93
Cl -1.746800 1.019816 0.292708 -1.07 0.25 -3.45
C -4.218494 3.355704 -0.734315 0.56 0.18 0.08
C -4.942666 0.886748 0.867720 -0.08 -0.41 -0.04
C -4.149972 0.861186 -2.218354 -0.12 -0.59 -0.47
H -3.753799 3.709431 -1.668717 -0.07 0.00 0.34
H -3.840285 3.936441 0.117230 -0.18 -0.06 -0.27
H -5.309644 3.511378 -0.836809 0.39 -0.24 0.13
H -3.684026 1.587112 -2.899726 0.07 -0.43 0.12
H -5.221406 0.805090 -2.485286 0.25 0.06 0.39
H -3.663999 -0.110259 -2.344148 0.02 0.22 -0.23
H -4.713528 1.308529 1.854910 0.10 0.02 -0.27
H -4.832720 -0.196837 0.937556 -0.06 -0.01 0.14
H -6.003062 1.108829 0.696495 0.14 0.05 -0.23
C 1.023903 1.463286 5.429594 0.21 0.38 0.13
N 0.204586 0.290134 5.656530 0.12 -0.62 -0.05
C -1.112611 0.228933 5.340464 -0.02 -0.81 0.73
Se -2.117972 1.700277 4.882407 0.15 -0.20 1.35
N -1.498229 -1.080393 5.484683 0.35 -0.19 0.21
C -0.384857 -1.877095 5.817014 -0.25 0.65 -0.46
C -0.193845 -3.249511 5.924205 -0.25 -0.33 0.17
C 1.117060 -3.715881 6.031103 0.10 0.50 0.04
C 2.204284 -2.814738 6.082456 0.05 0.14 0.21
C 2.013995 -1.429097 6.086657 -0.64 -0.06 0.03
C 0.692931 -0.997322 5.929173 0.28 0.48 -0.58
H 1.884266 1.424349 6.106732 -0.18 0.06 -0.11
H 0.406945 2.342887 5.656226 0.32 -0.24 -0.11
H 1.373918 1.523897 4.383945 -0.28 -0.18 0.36
H -2.354148 -1.438397 5.040856 0.51 0.47 0.17
H -1.046858 -3.939823 5.954742 0.43 0.31 -0.26
H 1.294652 -4.790168 6.080216 0.02 0.31 -0.02
H 3.225050 -3.191902 6.130291 -0.27 -0.04 0.09
H 2.801407 -0.674343 6.206968 -0.14 -0.65 -0.25
```
Forces are in eV/Å.

F_max = 3.62 eV/A
⟨S²⟩ = 8.7583
Charge = -1
Energy above the lowest of the compared OMol25 structures with the same formula, charge and spin = 70.54 kJ/mol
Multiplicity = 6
Molar mass = 753.03 g/mol
LUMO energy (spin up / spin down) = 0.0877 / 0.0874 hartree
Kohn-Sham gap (spin up / spin down) = 6.2 / 6.1 eV


ORCA calculation (ωB97M-V with the def2-TZVPD basis set) on C28H44FeI2N3O5S2Si as an isolated structure.

```
86
Properties=species:S:1:pos:R:3:forces:R:3
Fe -0.004284 -1.507667 1.406044 0.72 0.09 0.17
I 6.204578 2.664034 2.472974 0.01 0.01 0.01
C 4.613254 1.512383 1.770743 0.05 -0.03 -0.03
C 4.856973 0.464199 0.896469 0.06 0.06 0.06
C 3.799861 -0.312510 0.455143 0.03 -0.05 -0.06
I 4.156963 -1.912758 -0.832055 0.02 0.06 -0.06
C 2.484490 -0.066525 0.865296 -0.13 0.12 -0.09
O 1.487551 -0.814757 0.460415 0.04 0.16 -0.56
C 2.264196 1.012922 1.744995 -0.01 0.03 0.00
C 0.850637 1.301434 2.162376 0.04 0.08 0.00
N 0.227894 0.147147 2.844269 -0.22 0.06 -0.03
C 0.902048 -0.275380 4.073368 0.00 -0.02 0.05
C 2.065535 -1.173180 3.746357 0.05 0.12 0.14
C 3.247238 -1.128592 4.471306 0.01 -0.09 -0.07
C 4.272264 -1.993612 4.128137 -0.06 -0.01 -0.06
C 4.081220 -2.866201 3.067432 -0.07 0.07 0.02
C 2.873752 -2.825964 2.390975 0.17 -0.22 -0.09
N 1.884554 -2.001934 2.720405 -0.02 -0.32 0.43
C 3.320938 1.787388 2.190886 -0.03 -0.02 -0.02
H 5.862740 0.242419 0.568622 0.01 0.01 -0.01
H 0.824284 2.187530 2.807681 0.03 -0.06 -0.01
H 0.251009 1.497971 1.272086 -0.06 0.04 -0.04
H -0.743833 0.368539 3.041755 0.04 0.01 -0.01
H 1.237064 0.579542 4.671754 -0.01 -0.02 -0.06
H 0.187988 -0.848751 4.666786 -0.01 0.02 0.05
H 3.363063 -0.413778 5.274363 -0.01 0.01 0.02
H 5.208888 -1.975224 4.668874 0.01 -0.01 0.01
H 4.855319 -3.549516 2.749474 0.00 -0.01 -0.01
H 2.699040 -3.467691 1.534141 0.09 0.18 0.16
H 3.130324 2.607430 2.871874 0.00 0.02 0.01
C 0.754202 -5.109397 1.189332 -0.12 -0.06 -0.07
C -0.432623 -4.557293 0.437055 -0.03 -0.12 0.03
O -0.141657 -3.198179 0.053064 0.11 0.00 -0.05
H 0.626954 -6.181221 1.336591 -0.02 -0.02 0.04
H 0.861166 -4.641329 2.167364 -0.05 -0.01 -0.02
H 1.665042 -4.950843 0.610118 -0.04 -0.08 -0.04
H -1.337451 -4.566052 1.049095 0.05 -0.05 0.00
H -0.610398 -5.128373 -0.477591 0.00 0.03 0.04
H -0.854135 -2.866540 -0.513795 0.03 0.08 0.00
S -0.666046 -3.963356 5.206663 0.03 -0.06 0.07
C -0.821973 -3.162022 3.830233 -0.06 0.03 0.06
N -0.915014 -2.551019 2.827364 -0.22 -0.10 -0.03
C -3.329444 4.006133 -1.414823 -0.06 -0.04 0.03
C -3.440164 2.762989 -0.541285 -0.01 -0.04 0.01
C -4.895123 2.432804 -0.237691 0.02 0.06 0.02
C -2.653858 2.951816 0.751169 -0.02 -0.04 -0.01
O -2.937333 1.659706 -1.305185 -0.02 0.07 -0.15
Si -1.593792 0.744371 -1.291158 0.03 -0.27 0.26
S -1.800021 -0.582687 0.368525 -0.53 0.27 -0.12
O -0.235147 1.629905 -1.175826 0.08 -0.01 0.08
C 0.734431 2.036160 -2.168778 -0.05 0.03 0.01
C 1.485887 0.812209 -2.674315 -0.01 0.06 -0.02
C 1.676242 2.993089 -1.451465 -0.03 -0.02 -0.04
C 0.026593 2.752798 -3.312774 0.05 -0.02 0.03
O -1.552609 -0.098054 -2.679238 0.08 0.07 -0.14
C -2.535955 -0.665299 -3.554285 0.00 -0.05 0.07
C -3.324637 0.446004 -4.237950 0.04 -0.01 0.01
C -3.464349 -1.572616 -2.757086 -0.01 0.02 -0.05
C -1.743369 -1.464227 -4.580357 -0.07 0.00 0.00
H -3.731240 4.877186 -0.895870 -0.02 0.02 0.01
H -3.883145 3.865839 -2.343321 -0.01 -0.01 -0.02
H -2.286209 4.198829 -1.659191 0.06 0.01 0.00
H -5.368892 3.250846 0.305959 -0.02 0.02 0.02
H -4.955845 1.527760 0.366347 0.01 -0.03 0.02
H -5.443318 2.267623 -1.165056 -0.01 0.00 -0.03
H -3.086834 3.767986 1.330223 0.00 0.03 0.01
H -1.613149 3.193662 0.533367 0.06 0.00 -0.01
H -2.687760 2.040916 1.350539 -0.01 0.01 0.01
H 1.858291 0.228874 -1.835590 0.04 -0.03 0.07
H 2.330220 1.121520 -3.292173 0.02 0.01 -0.01
H 0.830368 0.178351 -3.268212 -0.02 -0.03 -0.01
H 2.196629 2.485090 -0.641120 0.03 -0.06 0.06
H 1.117419 3.833003 -1.035890 -0.02 0.01 0.00
H 2.419833 3.381470 -2.147897 0.02 0.01 -0.01
H -0.696085 2.093110 -3.791016 -0.01 -0.02 -0.01
H 0.755806 3.064943 -4.061230 0.02 0.01 -0.03
H -0.491850 3.639169 -2.949169 -0.03 0.04 0.02
H -3.882446 1.028822 -3.507987 -0.02 0.00 0.03
H -4.021971 0.016344 -4.957977 -0.02 0.00 -0.02
H -2.647757 1.115902 -4.769700 0.01 0.00 -0.03
H -3.964893 -1.013490 -1.966160 -0.02 0.02 0.01
H -2.902603 -2.386199 -2.296570 0.01 -0.01 0.02
H -4.223676 -2.002291 -3.411660 -0.01 -0.02 -0.01
H -1.050955 -0.810508 -5.111379 0.01 0.02 -0.01
H -2.413563 -1.924872 -5.306787 -0.01 -0.02 -0.02
H -1.167313 -2.248223 -4.088382 0.01 -0.01 0.02
```
Forces are in eV/Å.

F_max = 0.74 eV/A
⟨S²⟩ = 8.7627
Energy above the lowest of the compared OMol25 structures with the same formula, charge and spin = 9.77 kJ/mol
Multiplicity = 6
Molar mass = 904.55 g/mol
LUMO energy (spin up / spin down) = 0.0116 / -0.0353 hartree
Kohn-Sham gap (spin up / spin down) = 8.4 / 7.1 eV